DFT (ωB97M-V with the def2-TZVPD basis set) results for 9 unconnected molecules or ions with the total composition C36H86N4O9.

Each line ends with the Löwdin charge.
Geometry (Å):
C1 6.56 -25.72 7.40  -0.03
C2 6.81 -27.20 7.02  -0.50
C3 7.08 -28.03 8.27  -0.05
C4 5.58 -27.75 6.28  -0.12
C5 5.87 -29.06 5.52  -0.18
C6 6.96 -28.71 4.48  -0.14
C7 8.24 -28.38 5.27  -0.51
C8 8.69 -29.60 6.08  -0.02
C9 9.31 -28.01 4.23  -0.04
N1 7.96 -27.16 6.07  -0.09
O1 9.12 -26.79 6.79  -0.03
H1 5.74 -25.66 8.13  0.08
H2 7.40 -25.21 7.86  0.08
H3 6.17 -25.25 6.50  0.08
H4 8.14 -28.02 8.53  0.09
H5 6.71 -27.53 9.18  0.08
H6 6.65 -29.03 8.38  0.08
H7 4.92 -28.05 7.10  0.12
H8 4.97 -27.10 5.65  0.11
H9 6.07 -29.97 6.08  0.11
H10 4.93 -29.35 5.02  0.07
H11 6.54 -27.84 3.97  0.11
H12 7.11 -29.50 3.75  0.12
H13 8.06 -29.85 6.93  0.05
H14 9.72 -29.52 6.44  0.09
H15 8.56 -30.45 5.40  0.09
H16 10.29 -27.73 4.62  0.09
H17 8.98 -27.13 3.68  0.06
H18 9.38 -28.85 3.54  0.09
H19 9.42 -26.00 6.32  0.11
C10 8.89 -30.86 -2.55  -0.04
C11 7.82 -31.44 -3.45  -0.52
C12 8.49 -31.88 -4.77  -0.03
C13 7.28 -32.66 -2.69  -0.15
C14 6.09 -33.25 -3.43  -0.17
C15 4.94 -32.18 -3.42  -0.11
C16 5.38 -30.88 -4.14  -0.48
C17 5.31 -31.01 -5.65  -0.01
C18 4.47 -29.77 -3.59  -0.04
N2 6.74 -30.48 -3.65  -0.10
O2 7.19 -29.26 -4.23  -0.02
H20 9.53 -31.61 -2.08  0.09
H21 9.61 -30.20 -3.06  0.09
H22 8.45 -30.21 -1.78  0.07
H23 9.39 -32.44 -4.49  0.09
H24 7.97 -32.52 -5.49  0.06
H25 8.78 -30.99 -5.33  0.09
H26 8.01 -33.46 -2.62  0.12
H27 6.95 -32.39 -1.69  0.12
H28 6.44 -33.37 -4.46  0.09
H29 5.67 -34.17 -3.05  0.11
H30 4.81 -31.94 -2.37  0.10
H31 4.15 -32.67 -3.98  0.12
H32 6.17 -31.50 -6.09  0.07
H33 5.28 -30.01 -6.10  0.08
H34 4.41 -31.50 -6.01  0.09
H35 4.71 -29.59 -2.54  0.07
H36 3.45 -30.16 -3.58  0.09
H37 4.50 -28.77 -4.04  0.07
H38 7.23 -28.73 -3.42  0.06
C19 2.05 -32.42 2.94  -0.02
C20 2.83 -31.29 2.22  -0.52
C21 4.25 -31.26 2.77  -0.03
C22 2.81 -31.61 0.74  -0.14
C23 3.38 -30.48 -0.11  -0.16
C24 2.53 -29.20 0.15  -0.12
C25 2.41 -28.84 1.61  -0.50
C26 3.65 -28.13 2.19  -0.02
C27 1.22 -27.89 1.79  -0.05
N3 2.03 -30.05 2.36  -0.11
O3 1.61 -29.81 3.68  -0.01
H39 1.99 -32.24 4.01  0.08
H40 1.03 -32.41 2.56  0.09
H41 2.55 -33.36 2.73  0.09
H42 4.77 -32.20 2.59  0.10
H43 4.84 -30.42 2.38  0.06
H44 4.34 -31.10 3.85  0.07
H45 3.22 -32.59 0.49  0.12
H46 1.75 -31.74 0.48  0.13
H47 4.40 -30.26 0.21  0.10
H48 3.35 -30.68 -1.17  0.08
H49 1.60 -29.39 -0.39  0.13
H50 3.08 -28.37 -0.30  0.11
H51 4.62 -28.47 1.83  0.05
H52 3.63 -28.02 3.27  0.08
H53 3.49 -27.07 1.93  0.08
H54 1.13 -27.12 1.01  0.09
H55 1.20 -27.31 2.71  0.08
H56 0.23 -28.35 1.73  0.09
H57 2.42 -29.90 4.22  0.09
C28 8.14 -26.47 -2.72  -0.01
C29 7.13 -25.69 -1.82  -0.48
C30 6.59 -24.52 -2.66  -0.02
C31 5.93 -26.63 -1.61  -0.12
C32 6.23 -27.65 -0.53  -0.18
C33 6.74 -26.99 0.72  -0.14
C34 7.95 -26.04 0.59  -0.49
C35 7.88 -25.05 1.76  -0.02
C36 9.21 -26.90 0.64  0.00
N4 7.78 -25.24 -0.62  -0.10
O4 8.89 -24.41 -0.90  0.00
H58 9.05 -25.94 -2.98  0.08
H59 8.44 -27.39 -2.21  0.07
H60 7.70 -26.84 -3.65  0.05
H61 5.90 -24.85 -3.44  0.08
H62 5.99 -23.77 -2.13  0.09
H63 7.43 -24.01 -3.15  0.07
H64 5.13 -25.98 -1.23  0.13
H65 5.58 -27.08 -2.53  0.10
H66 5.32 -28.18 -0.21  0.08
H67 6.87 -28.48 -0.82  0.11
H68 7.00 -27.77 1.44  0.11
H69 5.94 -26.53 1.33  0.10
H70 7.70 -25.49 2.75  0.07
H71 7.02 -24.40 1.60  0.05
H72 8.78 -24.43 1.78  0.09
H73 9.36 -27.41 1.58  0.06
H74 10.06 -26.37 0.22  0.09
H75 9.09 -27.66 -0.14  0.07
H76 8.45 -23.55 -0.94  0.07
O5 8.59 -24.54 -5.60  -0.05
H77 8.19 -25.32 -5.21  0.00
H78 7.87 -23.89 -5.63  0.04
O6 4.94 -23.30 1.02  -0.05
H79 4.23 -22.70 1.27  0.05
H80 4.84 -24.05 1.62  0.03
O7 5.97 -26.74 -5.53  -0.05
H81 6.15 -27.57 -5.06  -0.01
H82 5.14 -26.90 -6.00  0.05
O8 11.36 -24.13 -3.51  -0.06
H83 10.57 -24.27 -4.04  0.00
H84 11.03 -23.93 -2.63  0.02
O9 7.61 -21.84 -0.08  -0.05
H85 7.60 -21.30 0.72  0.05
H86 7.24 -22.69 0.20  0.00

Values from the calculation:
E_LUMO (hartree): 0.003
Net charge: 0
SMILES string: CC1(C)CCCC(C)(C)N1O.CC1(C)CCCC(C)(C)N1O.CC1(C)CCCC(C)(C)N1O.CC1(C)CCCC(C)(C)N1O.O.O.O.O.O

=====

DFT (ωB97M-V with the def2-TZVPD basis set) results for 14 unconnected molecules or ions with the total composition C36H88Cl12O24S8.

Each line ends with the Löwdin charge.
Geometry (Å):
Cl1 0.57 -4.95 -2.37  0.56
C1 -0.69 -5.28 -3.54  -0.66
C2 -1.98 -5.82 -2.82  -0.58
Cl2 -1.60 -7.43 -2.06  0.55
H1 -0.38 -6.07 -4.22  0.06
H2 -0.72 -4.43 -4.22  0.07
H3 -2.73 -6.03 -3.58  0.07
H4 -2.34 -5.11 -2.07  0.06
Cl3 0.43 2.90 5.03  0.60
C3 0.88 4.61 4.96  -0.67
C4 1.57 4.89 3.65  -0.62
Cl4 0.34 4.85 2.35  0.59
H5 1.55 4.75 5.81  0.07
H6 0.03 5.27 5.12  0.07
H7 2.33 4.11 3.60  0.07
H8 1.97 5.90 3.67  0.08
Cl5 -3.24 -3.89 1.73  0.60
C5 -1.70 -4.65 1.62  -0.66
C6 -1.91 -6.22 1.40  -0.67
Cl6 -2.76 -7.02 2.73  0.54
H9 -1.19 -4.58 2.58  0.07
H10 -1.16 -4.22 0.79  0.05
H11 -0.96 -6.74 1.24  0.06
H12 -2.45 -6.50 0.50  0.01
Cl7 -0.97 3.33 -1.55  0.57
C7 -2.14 4.39 -0.70  -0.64
C8 -2.03 5.83 -1.28  -0.60
Cl8 -0.44 6.56 -0.87  0.61
H13 -1.96 4.41 0.37  0.02
H14 -3.16 4.01 -0.82  0.05
H15 -2.81 6.43 -0.81  0.07
H16 -2.16 5.97 -2.35  0.07
Cl9 -3.44 2.34 5.91  0.56
C9 -3.19 3.42 4.47  -0.61
C10 -4.48 3.85 3.78  -0.68
Cl10 -4.23 4.51 2.19  0.63
H17 -2.59 2.85 3.76  0.03
H18 -2.61 4.28 4.81  0.06
H19 -4.99 4.64 4.32  0.07
H20 -5.23 3.06 3.75  0.06
Cl11 -4.04 1.12 -1.43  0.61
C11 -4.18 0.20 0.09  -0.64
C12 -4.63 1.01 1.31  -0.71
Cl12 -4.98 0.04 2.69  0.66
H21 -3.26 -0.31 0.35  0.05
H22 -4.88 -0.60 -0.14  0.04
H23 -5.43 1.73 1.12  0.06
H24 -3.82 1.72 1.49  0.03
O1 2.87 -3.22 4.58  -0.32
S1 3.84 -2.42 3.79  0.72
O2 4.97 -1.71 4.41  -0.30
O3 4.49 -3.40 2.59  -0.25
C13 3.59 -4.35 2.06  -0.32
C14 4.32 -5.27 1.10  -0.06
C15 3.02 -1.21 2.66  -0.11
H25 2.77 -3.88 1.52  0.11
H26 3.14 -4.98 2.83  0.11
H27 5.09 -5.87 1.59  0.09
H28 4.76 -4.70 0.27  0.06
H29 3.59 -5.89 0.59  0.08
H30 2.41 -0.48 3.18  0.06
H31 2.37 -1.79 2.00  0.04
H32 3.79 -0.80 2.00  0.04
O4 -4.51 -2.47 -2.28  -0.32
S2 -5.68 -3.36 -2.29  0.68
O5 -6.61 -3.38 -3.43  -0.29
O6 -5.09 -4.89 -2.09  -0.29
C16 -5.93 -6.03 -2.31  -0.28
C17 -5.39 -7.34 -1.78  -0.06
C18 -6.52 -3.16 -0.65  -0.09
H33 -6.16 -6.17 -3.36  0.12
H34 -6.87 -5.80 -1.80  0.10
H35 -4.52 -7.62 -2.37  0.04
H36 -6.07 -8.19 -1.88  0.09
H37 -4.94 -7.27 -0.79  0.08
H38 -7.30 -3.92 -0.59  0.06
H39 -6.91 -2.15 -0.74  0.07
H40 -5.78 -3.24 0.15  0.04
O7 5.48 -1.33 -0.86  -0.28
S3 4.19 -1.43 -1.54  0.69
O8 2.88 -1.25 -0.86  -0.32
O9 4.24 -0.43 -2.85  -0.28
C19 3.13 -0.13 -3.68  -0.28
C20 3.70 0.08 -5.11  -0.05
C21 4.12 -3.08 -2.41  -0.09
H41 2.63 0.79 -3.40  0.12
H42 2.39 -0.92 -3.78  0.11
H43 2.99 0.51 -5.82  0.07
H44 3.96 -0.90 -5.52  0.08
H45 4.60 0.68 -4.98  0.08
H46 3.96 -3.91 -1.73  0.05
H47 5.04 -3.25 -2.96  0.07
H48 3.32 -3.00 -3.15  0.05
O10 -4.95 -2.63 7.66  -0.31
S4 -3.57 -2.22 7.98  0.70
O11 -2.87 -2.81 9.14  -0.31
O12 -2.58 -2.29 6.66  -0.26
C22 -3.14 -1.81 5.41  -0.32
C23 -2.10 -1.14 4.60  -0.09
C24 -3.49 -0.38 8.12  -0.13
H49 -4.07 -1.26 5.54  0.10
H50 -3.56 -2.64 4.85  0.11
H51 -1.18 -1.72 4.58  0.09
H52 -2.06 -0.12 5.00  0.05
H53 -2.36 -1.09 3.54  0.04
H54 -3.81 -0.04 9.11  0.07
H55 -4.24 -0.03 7.42  0.02
H56 -2.50 -0.09 7.78  0.06
O13 -1.24 1.54 2.09  -0.32
S5 -0.33 0.62 1.44  0.68
O14 -0.06 -0.71 2.03  -0.31
O15 -0.87 0.32 -0.16  -0.32
C25 -0.21 -0.65 -0.94  -0.29
C26 -1.32 -1.60 -1.36  -0.07
C27 1.18 1.58 1.14  -0.11
H57 0.39 -1.27 -0.28  0.09
H58 0.29 -0.21 -1.80  0.11
H59 -1.66 -2.01 -0.41  0.07
H60 -1.08 -2.33 -2.13  0.06
H61 -2.21 -1.13 -1.78  0.03
H62 1.59 1.79 2.13  0.06
H63 0.87 2.44 0.56  0.02
H64 1.86 0.99 0.53  0.06
O16 1.08 -1.01 -8.08  -0.30
S6 -0.33 -1.26 -8.31  0.68
O17 -0.78 -2.50 -8.99  -0.31
O18 -1.21 -1.09 -6.88  -0.29
C28 -0.87 -0.10 -5.90  -0.27
C29 -2.02 -0.19 -4.91  -0.06
C30 -1.18 0.10 -9.09  -0.12
H65 -0.63 0.89 -6.29  0.11
H66 0.07 -0.37 -5.41  0.10
H67 -1.82 0.24 -3.93  0.06
H68 -2.28 -1.23 -4.70  0.08
H69 -2.97 0.22 -5.26  0.08
H70 -0.78 0.96 -8.54  0.06
H71 -2.25 -0.09 -9.02  0.08
H72 -0.90 0.05 -10.14  0.07
O19 4.52 2.10 -0.11  -0.35
S7 5.63 1.81 0.85  0.75
O20 5.46 0.81 1.97  -0.32
O21 7.00 1.31 -0.03  -0.27
C31 7.19 1.79 -1.36  -0.28
C32 8.20 0.83 -1.99  -0.07
C33 6.32 3.38 1.57  -0.08
H73 7.61 2.80 -1.36  0.12
H74 6.33 1.70 -2.03  0.11
H75 9.12 0.74 -1.42  0.08
H76 8.48 1.14 -2.99  0.08
H77 7.75 -0.15 -2.18  0.07
H78 7.08 2.95 2.22  0.07
H79 5.66 3.98 2.19  0.06
H80 6.66 3.93 0.69  0.06
O22 4.90 7.45 -0.49  -0.33
S8 3.88 6.88 0.43  0.70
O23 4.39 6.42 1.74  -0.32
O24 2.70 8.02 0.70  -0.29
C34 2.35 8.94 -0.36  -0.28
C35 1.08 9.69 0.04  -0.07
C36 2.83 5.59 -0.46  -0.10
H81 2.01 8.43 -1.27  0.10
H82 3.19 9.63 -0.46  0.12
H83 0.32 8.91 -0.02  0.01
H84 0.93 10.50 -0.67  0.09
H85 1.15 9.97 1.10  0.08
H86 2.15 6.15 -1.09  0.00
H87 2.22 5.03 0.25  0.02
H88 3.47 4.95 -1.08  0.07

Values from the calculation:
E_LUMO (hartree): -0.001
Net charge: 0

=====

DFT (ωB97M-V with the def2-TZVPD basis set) results for a molecular structure, C36H89F6N7O11Ti2.

Each line ends with the Mulliken spin population.
Geometry (Å):
Ti1 -0.39 1.89 3.23  2.34
Ti2 -0.14 -0.04 0.27  1.93
C1 -2.16 2.99 0.87  0.07
O1 -2.02 3.61 2.09  0.08
O2 -1.02 2.19 0.74  0.05
C2 -3.61 2.37 0.66  0.02
F1 -3.90 2.38 -0.65  0.00
F2 -3.73 1.11 1.06  0.01
F3 -4.46 3.14 1.38  0.00
C3 -2.30 4.99 2.32  0.00
C4 -1.68 5.43 3.66  0.09
H1 -2.19 5.01 4.53  0.00
H2 -0.59 5.33 3.62  -0.02
H3 -1.87 6.50 3.72  0.00
H4 -3.36 5.15 2.48  0.01
H5 -1.89 5.62 1.52  0.00
H6 -2.15 3.76 0.10  0.01
C5 0.81 -1.32 3.58  0.13
O3 1.69 -0.52 4.37  0.10
O4 0.44 -0.43 2.55  -0.12
C6 1.55 -2.64 3.03  0.06
F4 2.77 -2.32 2.56  0.00
F5 1.82 -3.47 4.04  0.00
F6 0.90 -3.36 2.14  0.01
C7 1.83 -0.84 5.79  0.01
C8 2.94 0.07 6.33  -0.01
H7 3.81 -0.08 5.69  0.00
H8 2.58 1.10 6.33  0.01
H9 3.14 -0.24 7.35  0.00
H10 1.98 -1.90 6.00  0.00
H11 0.94 -0.63 6.38  0.00
H12 -0.02 -1.58 4.24  0.01
C9 -1.56 -3.08 -0.46  0.05
C10 -2.73 -2.09 -0.50  -0.05
C11 -3.46 -2.08 0.86  0.06
O5 -4.00 -3.40 1.23  0.00
C12 -4.88 -3.41 2.36  0.00
N1 -2.18 -0.80 -0.80  0.07
H13 -1.13 -3.24 -1.45  -0.06
H14 -2.01 -4.07 -0.37  -0.01
H15 -0.75 -2.90 0.24  0.16
H16 -3.37 -2.26 -1.36  -0.01
H17 -4.29 -1.37 0.81  0.00
H18 -2.85 -1.67 1.66  0.05
H19 -5.34 -4.38 2.57  0.00
H20 -5.70 -2.72 2.18  0.00
H21 -4.37 -3.03 3.25  0.00
H22 -2.17 -0.71 -1.80  0.00
H23 -2.80 -0.06 -0.50  -0.01
C13 -0.88 -3.47 -4.20  -0.01
C14 -0.74 -2.94 -5.60  0.00
C15 -1.80 -3.47 -6.65  0.00
O6 -1.57 -4.89 -6.86  0.00
C16 -2.68 -5.46 -7.49  0.00
N2 -0.83 -1.45 -5.57  0.00
H24 -0.22 -2.96 -3.50  0.00
H25 -0.71 -4.54 -4.10  0.00
H26 -1.90 -3.25 -3.88  0.00
H27 0.26 -3.20 -5.93  0.00
H28 -1.77 -2.89 -7.57  0.00
H29 -2.81 -3.38 -6.27  0.00
H30 -3.41 -5.78 -6.74  0.00
H31 -2.35 -6.38 -7.98  0.00
H32 -3.10 -4.85 -8.29  0.00
H33 -0.56 -1.16 -6.50  0.00
H34 -1.79 -1.14 -5.53  0.00
C17 4.46 -3.02 -5.01  0.00
C18 3.82 -2.86 -3.62  0.00
C19 2.69 -3.82 -3.17  0.00
O7 2.17 -3.37 -1.93  0.01
C20 1.34 -4.30 -1.33  0.00
N3 4.87 -2.81 -2.67  0.00
H35 4.80 -2.10 -5.49  0.00
H36 3.71 -3.40 -5.71  0.00
H37 5.20 -3.82 -4.94  0.00
H38 3.33 -1.88 -3.64  0.00
H39 3.16 -4.80 -3.17  0.00
H40 1.99 -3.85 -4.00  0.00
H41 1.09 -3.86 -0.36  0.01
H42 1.82 -5.24 -1.10  0.00
H43 0.43 -4.52 -1.89  0.00
H44 4.49 -2.50 -1.79  0.00
H45 5.22 -3.70 -2.34  0.00
C21 2.18 1.44 -1.41  0.08
C22 2.45 -0.05 -1.56  -0.16
C23 3.47 -0.72 -0.48  0.16
O8 4.70 -0.07 -0.53  0.01
C24 5.80 -0.72 0.22  0.00
N4 1.21 -0.76 -1.46  -0.08
H46 1.72 1.57 -0.42  0.12
H47 1.44 1.77 -2.14  0.00
H48 3.11 2.00 -1.47  0.01
H49 2.78 -0.20 -2.58  0.03
H50 3.65 -1.78 -0.63  0.08
H51 3.09 -0.57 0.53  0.05
H52 6.64 -0.05 0.35  0.00
H53 6.20 -1.57 -0.33  0.00
H54 5.45 -1.07 1.19  0.00
H55 0.69 -0.40 -2.25  -0.08
H56 1.43 -1.69 -1.78  0.05
C25 -0.58 3.17 7.72  0.01
C26 -0.60 2.38 6.41  0.06
C27 -2.05 1.91 6.01  0.01
O9 -1.85 1.06 4.87  0.03
C28 -3.09 0.64 4.26  0.19
N5 -0.07 3.30 5.43  0.07
H57 -0.88 2.63 8.62  0.00
H58 -1.32 3.97 7.67  0.00
H59 0.42 3.55 7.91  0.00
H60 0.11 1.56 6.42  -0.01
H61 -2.70 2.76 5.80  0.02
H62 -2.51 1.28 6.77  -0.01
H63 -3.55 0.03 5.04  0.01
H64 -2.81 0.00 3.42  -0.07
H65 -3.77 1.41 3.92  0.01
H66 -0.38 4.26 5.46  0.02
H67 0.90 3.46 5.66  0.04
C29 4.05 2.42 1.86  0.01
C30 3.07 3.22 2.63  -0.01
C31 2.50 4.46 1.82  0.07
O10 3.43 5.39 1.46  0.00
C32 3.05 6.28 0.41  0.00
N6 1.96 2.31 2.94  0.11
H68 4.93 3.00 1.60  0.00
H69 3.67 2.08 0.90  0.01
H70 4.45 1.65 2.52  0.00
H71 3.58 3.42 3.57  0.01
H72 1.70 4.98 2.36  -0.01
H73 1.94 4.04 0.98  0.02
H74 3.84 7.01 0.23  0.00
H75 2.10 6.76 0.63  0.00
H76 3.02 5.67 -0.49  0.00
H77 2.36 1.51 3.41  0.03
H78 1.73 1.89 2.05  -0.01
C33 -2.11 2.74 -3.13  0.00
C34 -2.33 1.25 -3.56  0.02
C35 -2.79 1.24 -5.02  0.00
O11 -3.11 -0.04 -5.43  0.00
C36 -4.39 -0.47 -5.07  0.00
N7 -1.05 0.62 -3.35  -0.01
H79 -3.04 3.29 -3.24  0.00
H80 -1.33 3.32 -3.62  0.00
H81 -1.81 2.72 -2.08  0.00
H82 -3.15 0.85 -2.97  0.00
H83 -2.04 1.63 -5.70  0.00
H84 -3.62 1.96 -5.01  0.00
H85 -5.18 -0.22 -5.77  0.00
H86 -4.75 0.02 -4.16  0.00
H87 -4.32 -1.53 -4.86  0.00
H88 -1.06 -0.23 -3.90  0.02
H89 -0.40 1.28 -3.76  0.00

Values from the calculation:
E_LUMO (spin up / spin down) (hartree): 0.016 / 0.014
Multiplicity: 7
Net charge: 0
Expectation value of S²: 12.00

=====

no.,E (Eh)
1,-2319.2374
2,-11937.8055
3,-4933.7770